[1]
Molecular formula: C6H12O
Method: DFT, ωB97M-V/def2-TZVPD

SMILES	CC[C@H]1C[C@H]1CO
Kohn-Sham gap	10.90	eV
total energy	-310.98755	a.u.
energy relative to the best compared isomer or geometry (same formula, charge and spin)	1.9515	eV
total charge	0

```
19
Properties=species:S:1:pos:R:3:forces:R:3
C -1.1067 -0.7987 -1.2453 -0.31 0.04 -0.46
H -0.2279 -0.5623 1.7906 0.05 0.12 -0.09
H 1.1109 0.4239 2.3520 -0.11 -0.06 -0.25
H -1.0297 1.6556 2.6808 0.08 -0.04 -0.15
H 1.2503 -1.9494 0.3547 -0.18 0.20 -0.29
O -1.3566 -0.3188 -2.6092 -0.95 -0.63 0.26
C 0.9978 0.2434 0.2092 -0.07 0.14 -0.11
H -1.0559 -0.9674 -3.2633 -0.09 0.07 0.45
H 1.6555 1.0838 -0.0172 -0.14 -0.13 0.00
H 2.4260 -1.1680 -0.7917 -0.21 0.05 0.04
C 1.4601 -1.0963 -0.2955 0.01 -0.06 -0.16
C 0.3351 0.3564 1.5730 -0.07 -0.09 -0.09
C -0.5902 1.5683 1.6808 -0.06 0.05 -0.03
H -1.4083 1.4985 0.9559 0.10 0.04 0.09
H -0.0450 2.4966 1.4735 -0.07 -0.14 0.02
H -1.8413 -0.2664 -0.6312 0.16 -0.20 -0.04
H 0.3769 0.0568 -2.0295 1.97 0.23 1.22
C 0.3305 -0.3766 -1.0033 -0.12 0.21 -0.48
H -1.2815 -1.8794 -1.1844 0.01 0.19 0.07
```
Forces are in eV/Å.



[2]
Molecular formula: C32H52N5NaO7PTe
Method: DFT, ωB97M-V/def2-TZVPD

Kohn-Sham gap (alpha / beta)	4.99 / 5.98	eV
total energy	-2822.79712	a.u.
spin multiplicity	2
energy relative to the best compared isomer or geometry (same formula, charge and spin)	1.9655	eV
total charge	-2
⟨S²⟩	0.76

```
99
Properties=species:S:1:pos:R:3:forces:R:3
Te -0.3091 1.6647 -0.5228 -0.57 1.18 -0.82
H 3.2872 -1.1260 -1.1204 0.01 -0.01 -0.01
C 0.9794 4.6006 0.7910 0.02 -0.04 -0.03
H 0.3650 -0.1915 5.2879 0.11 -0.08 -0.14
H 1.1018 3.5220 0.8418 0.15 0.06 0.21
N 0.8714 -0.9765 3.3774 0.29 -0.20 0.30
H 2.3442 0.8190 -1.7162 0.19 0.12 0.07
C -4.5388 0.5569 -1.1951 -0.23 0.09 0.15
O 1.0210 -1.9011 -2.1222 -0.03 -0.36 -0.28
H -7.1675 2.0521 0.2038 -0.09 -0.01 0.00
C -0.5865 6.7914 -1.8499 -0.01 0.07 0.11
C -2.4349 1.5554 -0.5589 -0.24 -0.20 0.05
H 1.3509 -6.3440 -2.3978 0.01 0.07 0.05
C 1.7730 0.3363 -2.5058 -0.09 -0.27 -0.07
C -0.6072 4.0502 -1.0974 0.37 0.20 -0.24
H -1.4762 2.9740 1.5748 0.05 0.08 0.20
H 4.6896 -5.0478 1.7855 0.00 -0.08 -0.04
C 0.6084 0.1316 4.2569 -0.51 0.38 0.07
C -4.4969 2.1502 0.5599 -0.16 -0.13 -0.15
H 4.0357 -6.3434 0.7550 0.01 0.02 0.03
H -0.1160 8.3922 -3.2083 0.01 0.07 -0.03
C 3.4261 -3.4677 -2.4686 -0.03 -0.05 -0.19
H -3.3318 -0.3881 -3.2250 -0.10 0.06 -0.01
N -0.1737 -0.2572 -1.1628 -0.90 0.37 -0.01
C 1.4730 -6.1282 -1.3258 0.07 -0.08 0.11
H 2.7996 -2.7587 -3.0166 0.04 -0.02 -0.01
O -1.3336 -1.8398 1.9419 -1.63 -0.26 0.86
H 1.8839 -6.3207 1.9029 -0.02 -0.05 -0.02
H -1.3264 0.2762 3.3325 -0.01 -0.01 0.14
H -1.7934 0.4732 -3.0160 0.04 -0.05 -0.06
H 4.9101 -1.8351 -0.9401 -0.05 -0.04 0.04
H -1.0146 -5.1658 -0.8106 0.04 0.02 0.03
H 0.9499 -3.0210 3.9097 -0.04 0.05 -0.01
C 3.8550 -1.9317 -0.6566 0.26 0.18 0.22
H -5.0070 2.7267 1.3237 -0.02 0.07 0.04
C 0.1630 4.9933 -0.4073 -0.09 -0.34 0.14
C -5.2203 1.2638 -0.2200 0.01 0.08 -0.06
C -6.6971 1.0907 -0.0070 0.10 -0.03 0.04
H 2.9762 -0.9724 3.7174 -0.12 0.02 -0.19
C -0.5471 0.9614 3.6909 -0.04 0.07 0.54
H 1.9625 5.0715 0.7569 0.07 -0.02 0.06
C 0.2239 -2.2209 3.7141 -0.19 -0.18 -0.34
P 1.9860 -3.7054 -0.1629 1.91 -1.94 -0.05
C -0.6007 8.2467 -2.2402 0.02 -0.12 -0.04
O 1.2072 -2.6962 0.5417 0.74 -0.97 -0.01
C 4.0958 -5.2484 0.8824 0.13 0.08 -0.04
C -1.3190 5.8556 -2.5682 0.01 0.11 0.05
C -2.5650 -0.0982 -2.5046 -0.03 -0.18 -0.11
C -1.3208 4.5154 -2.2106 -0.07 -0.37 0.03
H 0.4965 1.1907 2.0958 -0.03 0.24 -0.13
C -3.1680 0.6867 -1.3800 0.14 0.02 -0.20
H -0.3729 -2.0928 4.6248 0.00 -0.03 0.00
H -0.4841 -4.5829 -2.4173 -0.05 0.09 0.02
O -0.9524 -3.9442 2.5788 -0.15 -0.79 0.05
O 3.7139 0.3942 1.7383 0.45 0.00 -0.07
O 1.5810 0.3483 1.0847 0.29 0.29 -0.08
H 2.5246 -6.2372 -1.0749 0.10 -0.18 0.02
H 0.7406 7.0438 -0.1921 0.07 0.05 0.03
N 2.7979 -4.6530 0.9987 -0.31 0.28 -0.55
O -0.0837 1.7703 2.6457 0.24 0.04 -0.03
H 2.4403 -0.1524 -3.2154 0.06 -0.01 0.04
H 1.1903 1.1062 -3.0109 0.02 0.07 -0.10
C -0.3256 -4.4931 -1.3357 -0.21 0.21 -0.02
H 2.3559 -5.0219 3.0155 -0.03 -0.01 0.03
H -0.0732 8.8533 -1.5046 0.01 0.04 0.02
H 2.3617 -2.0297 2.4244 0.06 -0.08 0.00
H -5.0929 -0.1222 -1.8344 0.01 -0.04 -0.06
H 1.4924 0.7808 4.3037 -0.09 -0.04 0.06
H 4.6063 -4.8155 0.0251 0.10 -0.06 0.05
Na 0.0305 -1.1894 0.7307 -0.07 1.57 -0.12
C -0.7750 -2.7200 2.6220 0.01 -0.15 0.87
C 1.9579 -5.2289 2.0153 -0.21 0.02 0.13
C 0.1560 6.3361 -0.7725 -0.11 0.18 -0.19
H -6.8780 0.4320 0.8445 -0.10 -0.03 0.02
H -2.3240 3.9439 -4.0266 -0.03 -0.01 -0.07
C 2.2255 -1.0630 2.9058 0.40 0.23 0.03
H 0.9599 -4.7927 1.9453 -0.07 -0.12 0.29
H -3.0567 3.3037 -2.5426 -0.10 -0.07 -0.03
H 0.8948 -6.8800 -0.7654 0.08 0.04 -0.05
C -2.4532 3.3297 1.2582 0.03 0.09 0.07
N 1.0401 -4.8008 -1.0031 0.48 0.56 0.16
H -2.3086 4.2564 0.7038 -0.02 0.09 0.01
H 4.4700 -3.3776 -2.7953 -0.04 -0.07 0.04
H 3.7754 -1.8114 0.4200 0.14 0.10 0.05
H 3.0769 -4.4752 -2.6783 0.03 -0.12 -0.22
H -7.1677 0.6506 -0.8853 -0.08 -0.02 -0.02
H -1.5528 2.6147 -3.1228 -0.09 -0.03 -0.13
H -0.5088 -3.4689 -1.0272 -0.28 -0.02 -0.15
H -0.9707 1.6379 4.4456 0.02 -0.10 0.07
H -2.0788 -0.9912 -2.1162 0.02 -0.02 -0.12
C 0.8198 -0.6916 -1.8692 0.65 0.59 -1.15
H -3.0584 3.5418 2.1401 0.00 0.00 0.08
C 2.5497 -0.0025 1.8142 0.28 -0.21 0.64
H 0.4789 4.9237 1.7048 0.01 -0.06 0.13
C -2.1144 3.5446 -3.0334 -0.01 0.00 -0.08
H -1.6238 8.6182 -2.3247 -0.01 0.05 0.00
N 3.3669 -3.2429 -1.0419 -1.12 -0.01 0.05
H -1.9057 6.1760 -3.4243 -0.02 0.03 -0.08
C -3.1303 2.3121 0.3978 0.13 0.03 0.08
```
Forces are in eV/Å.



[3]
Molecular formula: C40H55Cl2MnN10O4S2Sb
Method: DFT, ωB97M-V/def2-TZVPD

Kohn-Sham gap (alpha / beta)	5.53 / 6.65	eV
total energy	-5513.63124	a.u.
spin multiplicity	5
energy relative to the best compared isomer or geometry (same formula, charge and spin)	0.0000	eV
total charge	+1
⟨S²⟩	6.05

```
115
Properties=species:S:1:pos:R:3:forces:R:3
N 0.8362 -1.6077 2.0394 0.41 -0.34 -0.07
C -2.1953 3.2488 5.5323 -0.12 0.13 -0.08
H -1.4028 2.5950 0.3412 -0.04 0.01 0.01
Cl 0.3344 2.5959 6.2057 0.07 -0.11 0.07
H -0.4964 -6.6274 -2.9876 0.00 0.01 0.01
H 3.1053 -2.4630 2.0459 0.13 -0.06 0.10
Cl -4.7123 3.7318 4.6488 0.07 -0.01 0.00
C -1.5554 2.4785 1.4150 -0.03 0.15 -0.20
H -0.8798 3.2024 8.6631 0.01 0.00 0.02
H -2.2372 -0.4895 -3.3482 -0.01 -0.05 0.00
H 0.2595 -5.4773 -5.1090 -0.01 0.00 -0.04
H 1.6643 5.8345 1.4300 0.02 0.02 -0.02
C -0.1341 0.7164 -2.1777 -0.03 0.03 0.03
O -0.6194 0.3741 0.8645 0.18 0.50 -0.50
H -1.0753 -6.2262 0.9843 0.01 -0.02 0.01
H -4.9089 4.0247 7.4323 -0.02 0.00 0.00
C -0.8896 2.4142 -3.8044 -0.02 -0.02 0.07
C -1.3192 1.0269 1.7751 -0.02 -0.47 -0.04
H -2.2127 2.2055 3.7606 0.07 0.02 0.06
C -1.2793 3.1008 6.5696 0.10 -0.03 0.20
C -3.4618 -3.0381 -3.9900 -0.02 -0.03 0.05
H 1.2192 6.3880 3.8167 0.01 0.01 0.01
H -2.7675 3.3984 -3.3317 0.00 -0.01 0.00
H -1.3387 -7.2748 -4.3878 0.01 -0.01 -0.01
H -2.6400 -4.1684 -2.3575 0.00 -0.01 0.04
S 4.5414 -2.6724 -1.2796 0.10 -0.01 -0.08
H 3.4839 -3.7241 -4.3756 -0.02 -0.01 -0.01
H -3.2134 3.8250 9.2371 -0.01 0.00 0.01
N -0.2304 -3.0087 0.6627 0.00 -0.07 -0.04
C -1.1982 -6.3761 -3.7858 0.03 -0.01 -0.04
H -1.5044 4.4715 -3.9241 -0.01 0.01 -0.01
C -3.8836 3.7734 7.2043 0.06 -0.02 0.02
C -0.1835 -2.0408 -5.1056 0.02 -0.03 -0.05
C -0.6900 -5.2158 -4.6388 0.00 -0.02 0.03
H 4.3679 -2.7664 -5.5682 0.01 0.00 -0.02
C -0.2177 4.8350 4.0706 0.13 0.14 0.06
S 1.5757 -1.2187 3.4734 -0.62 -0.05 0.09
N -0.2681 -0.4220 -1.5532 -0.12 -0.34 -0.02
C -0.9286 -2.3451 -6.4033 0.08 0.05 0.02
N -1.0827 1.2166 -2.9777 0.13 0.00 -0.03
H -3.4084 -3.8344 -4.7328 0.01 0.00 -0.02
H -2.6074 2.6808 1.6389 0.00 0.04 -0.01
N 3.6653 -2.7269 1.2291 -0.03 -0.05 -0.42
H -2.8858 1.0133 -3.9493 0.00 -0.04 0.00
H 5.1727 -3.2966 -4.0982 0.01 -0.01 0.00
O -1.7996 0.5126 2.7521 -0.06 -0.09 0.29
H 1.7888 1.3467 -2.8512 0.01 0.02 0.01
C 3.4747 -1.8248 -2.3647 0.00 -0.02 -0.09
C -0.9043 3.7661 3.4936 -0.18 0.11 0.03
C 3.7780 -1.6475 -3.8170 -0.01 0.01 0.00
H -2.7815 0.3294 -0.9514 0.01 0.00 -0.01
C -1.6277 3.3198 7.8927 -0.03 0.00 0.00
Mn 0.4738 -0.9567 0.2268 0.10 0.04 0.63
H -1.1547 -0.8870 -1.7141 0.01 0.03 -0.05
C 3.0482 2.2623 1.9537 -0.02 -0.03 -0.02
C -2.9328 3.6587 8.2066 0.01 -0.01 -0.05
C 3.4217 -2.3230 -0.0106 -0.11 -0.19 0.41
H 4.5244 -3.2123 1.4213 0.01 0.02 0.03
H 1.6786 1.0891 -1.1185 -0.02 0.03 -0.06
C 0.2449 4.2189 1.4294 0.09 0.03 -0.04
H 0.3905 3.9910 0.3780 0.00 0.00 -0.02
H 4.5470 -0.8782 -3.9233 0.01 0.00 -0.02
H 4.0790 4.6353 2.2527 -0.06 0.04 0.01
C 0.7064 5.5618 3.3415 -0.02 0.00 -0.01
C 2.7334 0.9638 4.3818 -0.08 0.07 -0.06
H -0.4215 5.1001 5.1005 0.03 0.03 -0.07
H -1.1637 -4.3112 -0.6303 0.02 0.00 -0.02
O 0.6029 -1.1752 4.5137 0.12 0.07 0.12
H 2.8653 -1.2633 -4.2748 0.02 0.03 0.01
C -0.6879 3.4764 2.1380 0.06 -0.01 -0.11
H -4.4746 -3.0444 -3.5815 -0.01 0.00 0.00
H -0.7287 -1.5750 -7.1514 0.00 0.01 0.00
Sb -0.3370 -3.4451 -3.4652 -0.02 -0.16 0.05
C -2.4273 -3.2373 -2.8876 0.02 0.07 -0.06
H 4.3490 4.5575 3.9342 -0.06 0.02 0.00
C -3.5075 3.5746 5.8879 -0.08 0.03 0.02
H 0.9589 2.5398 -1.8337 -0.02 0.03 0.03
H 0.8903 -2.0070 -5.3068 0.01 0.07 0.01
C 3.3688 2.1827 4.3358 -0.03 -0.01 0.04
H 2.6038 0.4584 5.3293 -0.02 -0.01 0.03
H -0.4476 -1.0572 -4.7086 0.00 0.03 -0.01
H -0.6094 -3.2946 -6.8311 0.01 -0.03 0.00
N 2.4212 -1.3782 -1.7998 0.14 -0.06 0.15
C 0.9601 5.2549 2.0113 -0.08 -0.08 0.04
H 3.1659 2.7721 1.0053 -0.01 -0.01 0.00
H 3.7349 2.6323 5.2501 0.01 0.00 0.02
C 2.4209 1.0331 2.0042 -0.02 -0.04 0.01
C 3.5286 2.8620 3.1215 -0.05 0.06 -0.01
H -3.5106 1.7561 -1.6790 0.00 0.00 0.01
C -0.0798 -5.0038 2.4712 -0.02 -0.01 -0.05
C 1.1428 1.4779 -1.9818 -0.01 0.02 0.03
C 0.3349 -2.8800 1.8800 0.07 0.34 0.19
H -1.4262 3.8467 -2.2723 0.01 0.00 0.01
C 4.2262 -2.9354 -4.5027 -0.02 -0.02 0.03
H -1.1793 2.1552 -4.8253 0.00 0.01 0.01
C -3.2641 0.7093 -1.8531 0.01 0.01 0.02
H -2.5106 -2.4520 -2.1300 -0.02 0.01 0.02
H -3.3292 -2.0925 -4.5151 0.02 0.03 -0.02
C -1.6966 3.5994 -3.3002 0.02 0.03 -0.01
O 2.6940 -2.1257 3.6437 0.04 0.04 0.06
N -1.8585 3.0555 4.1866 -0.07 -0.30 -0.08
H 2.0811 0.6054 1.0713 0.05 -0.03 0.01
N 2.3529 -1.6645 -0.4372 -0.29 0.47 -0.71
H -0.0082 -5.7778 3.2262 -0.02 -0.02 0.01
H 0.1663 2.6610 -3.8358 0.04 -0.02 -0.01
H -2.1606 -6.1503 -3.3245 -0.02 0.01 0.01
H -4.1940 0.1598 -1.9982 -0.02 0.00 0.01
C 2.2393 0.3801 3.2130 0.08 0.10 0.04
N 0.4272 -3.8256 2.8018 -0.02 -0.08 0.03
C -0.7156 -4.2089 0.3486 -0.13 0.08 -0.08
C -2.3886 0.5615 -3.0914 0.01 0.01 -0.02
H -1.3930 -4.9782 -5.4361 -0.03 -0.02 -0.03
N 4.1695 4.0688 3.0757 0.16 -0.07 -0.01
H -2.0051 -2.3945 -6.2653 -0.07 -0.01 0.02
C -0.6660 -5.2604 1.2349 0.00 -0.01 0.07
```
Forces are in eV/Å.